Below is C40H30F6N3O15S2W as an isolated structure, with properties calculated with wB97M-V/def2-TZVPD.

Computed properties:
- LUMO (eV) = -5.388
- E_HOMO (eV) = -11.51
- orbital gap (Eh) = 0.2250

```
! RIJCOSX wB97M-V def2-TZVPD def2/J DEFGRID3
* xyz 1 1
W 0.3422 -0.4714 1.4303
C -0.3196 1.3566 -5.0329
C -0.2397 0.3811 -3.8825
C -0.1517 -1.0575 -4.3652
O -1.3433 0.5874 -3.0015
C -0.9376 -0.0020 -1.7886
C 0.5796 0.3616 -1.7198
O 0.9028 0.6838 -3.0531
C 1.1683 1.4231 -0.7631
O 0.6315 1.1126 0.5355
C 2.6531 1.1023 -0.5866
C 3.0981 0.1629 0.3783
C 4.5485 -0.1051 0.5423
C 5.4733 0.6123 -0.3518
C 5.0115 1.4696 -1.2750
C 3.6078 1.7095 -1.3604
C 0.9436 2.9118 -0.9601
C 0.2779 3.4618 -2.0424
C 0.1188 4.8397 -2.1403
C 0.6139 5.6737 -1.1542
C 1.2677 5.1272 -0.0554
C 1.4353 3.7576 0.0366
C -1.9030 0.2155 -0.6040
O -1.2047 -0.5693 0.4548
C -3.2070 -0.5602 -0.7778
C -4.0524 -0.6589 0.3252
C -5.2214 -1.3945 0.2493
C -5.5735 -2.0213 -0.9397
C -4.7456 -1.9125 -2.0443
C -3.5611 -1.1902 -1.9652
C -2.1616 1.6299 -0.1249
C -2.5922 2.5624 -1.0647
C -2.8999 3.8556 -0.6750
C -2.7968 4.2333 0.6546
C -2.4045 3.2993 1.5996
C -2.0997 2.0033 1.2115
H -0.9186 0.9414 -5.8420
H 0.6841 1.5424 -5.4141
H -0.7662 2.2990 -4.7238
H -1.0994 -1.3535 -4.8168
H 0.1090 -1.7525 -3.5671
H 0.6253 -1.1311 -5.1261
H -0.9430 -1.0913 -1.9061
H 1.0963 -0.5664 -1.4395
H 4.7985 0.0683 1.5991
H 4.6785 -1.1914 0.4281
H 6.5320 0.4160 -0.2378
H 5.6737 2.0010 -1.9434
H 3.2626 2.4376 -2.0884
H -0.1346 2.8254 -2.8033
H -0.4029 5.2569 -2.9927
H 0.4877 6.7459 -1.2323
H 1.6455 5.7687 0.7303
H 1.9391 3.3437 0.9037
H -3.7939 -0.1685 1.2562
H -5.8588 -1.4757 1.1201
H -6.4945 -2.5865 -1.0030
H -5.0189 -2.3887 -2.9771
H -2.9385 -1.1074 -2.8450
H -2.6877 2.2802 -2.1046
H -3.2250 4.5723 -1.4187
H -3.0364 5.2451 0.9547
H -2.3410 3.5704 2.6455
H -1.8378 1.3013 1.9881
F -0.2782 2.3652 4.9969
C 1.0275 2.1565 5.0812
F 1.6753 3.1223 4.4440
F 1.4045 2.1178 6.3440
S 1.4461 0.5079 4.3274
O 0.6010 0.6940 3.0366
O 0.9479 -0.4890 5.2026
N 2.8944 0.5547 3.8481
S 4.1786 -0.1464 4.6498
O 4.0160 -0.1480 6.0871
O 2.3484 -0.5247 1.1583
C 3.8238 -1.9489 4.0791
F 4.7126 -2.2103 3.0967
F 4.0185 -2.7829 5.0794
F 2.6016 -2.1654 3.5700
O -2.5657 -2.4473 2.9683
C -1.4736 -2.5002 2.5125
O -0.5474 -1.5169 2.7731
C -0.9644 -3.5598 1.6027
C -1.6152 -4.7897 1.5990
C -1.2051 -5.7624 0.7170
C -0.1889 -5.5553 -0.1989
C 0.4221 -4.3215 -0.2169
C 0.0719 -3.3179 0.7000
O 0.7721 -2.1733 0.6928
N 1.4496 -4.0822 -1.2428
O 1.5319 -2.9590 -1.7148
O 2.1302 -5.0252 -1.5713
N -1.8931 -7.0724 0.7208
O -1.5466 -7.8759 -0.1187
O -2.7590 -7.2354 1.5517
H -2.4332 -4.9709 2.2821
H 0.1033 -6.3313 -0.8910
*
```